{"formula": "C32H37AsBrINO6W", "method": "ωB97M-V/def2-TZVPD", "elements": ["W", "C", "O", "C", "C", "O", "C", "C", "O", "C", "H", "H", "H", "H", "H", "H", "H", "H", "H", "H", "H", "H", "H", "H", "N", "C", "C", "O", "O", "H", "H", "H", "H", "O", "As", "C", "C", "C", "C", "C", "C", "C", "C", "C", "C", "C", "C", "C", "C", "C", "C", "C", "C", "H", "H", "H", "H", "H", "H", "H", "H", "H", "H", "H", "H", "H", "H", "H", "Br", "C", "C", "C", "C", "C", "C", "I", "H", "H", "H", "H"], "positions_angstrom": [[-0.39260, -0.70410, -0.05594], [-1.34572, -3.83552, -1.30872], [-0.91879, -3.03054, -0.17458], [-0.84064, -3.82576, 1.02452], [-1.19083, -2.89491, 2.14744], [-0.41973, -1.68141, 1.95953], [0.74521, -1.60654, 2.83586], [1.31502, -0.23873, 2.65772], [1.60099, -0.05157, 1.25337], [3.03666, 0.07003, 1.05943], [-0.74768, -4.74404, -1.33847], [-1.19738, -3.26196, -2.21306], [-2.40003, -4.08691, -1.18411], [0.16302, -4.23978, 1.12185], [-1.56361, -4.64115, 0.97231], [-0.95779, -3.31992, 3.12177], [-2.24173, -2.61053, 2.13784], [1.44521, -2.39113, 2.54353], [0.40560, -1.75728, 3.86030], [2.22953, -0.13425, 3.23941], [0.60804, 0.52039, 2.97307], [3.38146, 0.92571, 1.63989], [3.23843, 0.24019, 0.01155], [3.53617, -0.84331, 1.38284], [-2.61115, -0.82714, 0.11623], [-2.95531, 0.04208, -1.04947], [-1.58284, 0.09505, -1.65315], [-1.61853, 2.39790, -2.32387], [-0.99563, -1.09536, -1.82706], [-3.00181, -1.75994, 0.01738], [-2.94467, -0.42192, 0.98717], [-3.27655, 1.02433, -0.70860], [-3.72923, -0.37527, -1.69360], [-0.86369, 0.77251, 1.15546], [-0.42873, 2.28405, 0.37877], [0.92008, 3.17868, 1.36595], [0.78229, 3.21890, 2.75282], [1.67231, 3.97856, 3.49518], [2.66496, 4.71164, 2.85419], [2.76635, 4.70277, 1.46996], [1.88912, 3.93736, 0.71280], [-2.00689, 3.33603, 0.44553], [-2.00874, 4.58992, -0.15677], [-3.12052, 5.40039, -0.00204], [-4.20422, 4.96329, 0.75257], [-4.18158, 3.71899, 1.36615], [-3.07409, 2.89339, 1.21893], [0.23382, 1.27822, -1.16329], [1.62702, 1.55574, -1.57319], [1.99484, 1.43884, -2.85287], [1.04502, 1.03152, -3.88799], [-0.25235, 0.89970, -3.63017], [-0.82345, 1.23595, -2.27942], [-0.02295, 2.69281, 3.25310], [1.57832, 4.01891, 4.57207], [3.34918, 5.31238, 3.43837], [3.52103, 5.29976, 0.97613], [1.96008, 3.96243, -0.36734], [-1.16687, 4.93768, -0.74335], [-3.14230, 6.37693, -0.46633], [-5.06696, 5.60489, 0.87098], [-5.01891, 3.39605, 1.96992], [-3.03599, 1.93958, 1.73103], [2.33574, 1.88779, -0.83035], [3.01379, 1.65938, -3.14565], [1.41765, 0.85661, -4.88905], [-0.96021, 0.61795, -4.40222], [-1.61625, 2.77303, -3.21501], [3.05886, -4.19390, 0.94521], [2.34779, -4.74425, -0.71245], [2.31409, -6.11074, -0.97310], [1.88165, -6.57816, -2.20429], [1.48769, -5.68261, -3.19370], [1.50501, -4.32224, -2.93816], [1.91430, -3.86497, -1.69344], [2.02421, -1.79054, -1.45208], [2.65436, -6.80583, -0.21730], [1.87860, -7.64283, -2.39366], [1.17773, -6.04048, -4.16603], [1.20576, -3.62280, -3.70826]], "total_charge": 3, "de_lowest_kcal_mol": 0.0, "fmax_ha_per_bohr": 0.010, "lumo_energy_ev": -9.224}